No. 1
C6H10 | wB97M-V/def2-TZVPD

Geometry as XYZ:
```
16
Properties=species:S:1:pos:R:3:forces:R:3:mulliken_charge:R:1
C -0.29165 0.50323 2.56453 0.0 -0.2 0.0 -0.586
C 0.49515 0.01232 1.62531 0.2 0.0 -0.9 -0.446
C 0.10535 -0.12425 0.17329 0.7 0.3 0.7 0.443
C -0.55260 -1.41381 -0.22205 -0.5 -0.3 0.2 -1.259
C 0.52131 0.79887 -0.68950 -0.7 -0.4 -0.9 -0.207
C 0.20388 0.69403 -2.17269 0.6 0.4 0.3 -1.160
H -1.29480 0.80780 2.30693 -0.2 0.1 0.1 0.259
H 0.02880 0.59310 3.59003 0.0 0.1 0.1 0.289
H 1.52884 -0.28290 1.80593 -0.2 0.0 0.4 0.302
H -0.92908 -1.92969 0.66533 0.1 0.0 -0.1 0.390
H 0.15160 -2.08725 -0.71033 0.1 0.0 -0.1 0.295
H -1.41513 -1.30377 -0.88380 0.2 0.2 -0.1 0.322
H 1.05177 1.68332 -0.36725 0.0 0.0 0.2 0.419
H 0.72079 1.47836 -2.72524 -0.1 0.1 0.0 0.354
H -0.86063 0.81337 -2.34023 -0.2 -0.1 -0.1 0.284
H 0.53638 -0.24274 -2.62026 -0.1 -0.2 0.1 0.301
```
Positions in Å, forces in eV/Å.

## Properties
SMILES	C=C/C(C)=C/C
electronic energy	-6382.79952	eV
ΔE to the lowest compared entry with this formula, charge and spin	24.4	kcal/mol
2S+1	1
orbital gap	10.14	eV
LUMO energy	1.114	eV



No. 2
C6H10BrClN2 | wB97M-V/def2-TZVPD

Geometry as XYZ:
```
20
Properties=species:S:1:pos:R:3:forces:R:3:mulliken_charge:R:1
C -1.26595 -0.06118 -1.66413 1.9 -1.7 -1.5 -0.686
C -0.12710 -0.79912 -1.58687 -2.8 1.3 2.9 -0.550
C -1.90186 0.17049 -0.38670 1.2 3.4 1.7 -0.171
C -0.97670 -0.36947 1.93475 2.2 1.1 -0.9 -1.053
C 2.19596 1.71104 -0.16678 -2.8 -0.4 0.1 -0.459
C 1.29882 -1.12355 0.32542 0.9 0.6 -0.4 -0.406
N 0.06800 -1.05885 -0.20013 1.0 -0.4 -2.7 0.259
N -1.02988 -0.60391 0.47815 -1.7 -0.2 2.4 -0.146
Cl 1.72703 1.71055 -1.83012 0.7 0.1 0.0 -0.125
Br 2.72904 -2.01256 -0.54161 -0.5 0.0 -0.1 -0.161
H -1.65115 0.22298 -2.58689 -0.7 0.7 -1.3 0.460
H 0.62617 -1.10514 -2.23805 0.7 -0.4 -1.1 0.484
H -1.73885 1.33177 -0.00727 -0.6 -1.8 -1.1 0.176
H -3.00196 0.05158 -0.39372 0.6 -0.7 0.5 0.273
H -1.61948 0.45898 2.18149 -1.0 -0.3 0.1 0.385
H -1.08959 -1.29131 2.45087 -0.8 -0.6 0.7 0.383
H -0.01405 0.06992 2.37787 -0.6 -0.6 -1.2 0.325
H 3.18725 2.02738 0.08275 0.1 0.1 0.2 0.390
H 1.23052 1.81676 0.41348 1.9 0.1 -0.1 0.163
H 1.35377 -1.14637 1.35748 0.3 -0.2 1.7 0.459
```
Positions in Å, forces in eV/Å.

## Properties
electronic energy	-91922.68099	eV
ΔE to the lowest compared entry with this formula, charge and spin	81.9	kcal/mol
2S+1	1
orbital gap (spin up / spin down)	8.25 / 6.16	eV
LUMO energy (spin up / spin down)	0.699 / 0.372	eV



No. 3
C6H10BrN2 | wB97M-V/def2-TZVPD

Geometry as XYZ:
```
19
Properties=species:S:1:pos:R:3:forces:R:3:mulliken_charge:R:1
C -0.05487 -0.18124 2.16145 -3.0 -1.8 -3.7 -1.475
C 0.29401 0.40538 0.76008 -0.6 3.0 0.7 0.927
C 1.78688 0.77390 0.64857 -0.7 -0.7 -2.8 -1.735
C -0.43380 -0.11435 -0.44987 0.7 2.1 2.3 -0.055
N -1.73018 -0.13384 -0.64390 0.8 -0.8 -2.0 -0.008
C -1.93343 -0.41051 -2.04282 1.4 -0.3 0.2 -0.244
N -0.85612 -0.56955 -2.65734 0.9 -0.7 -0.8 -0.414
C 0.25420 -0.40326 -1.72603 -0.9 0.1 -1.5 0.233
Br 1.24344 -2.07114 -1.43172 -0.4 0.5 -0.1 -0.011
H 0.16349 -1.21791 2.03231 0.2 -1.0 0.6 0.392
H -1.15399 -0.11154 2.38468 1.1 0.1 -0.1 0.312
H 0.51421 0.22510 2.88828 1.7 1.4 2.3 0.515
H 0.02816 1.49519 0.90553 -1.3 -0.9 -0.8 0.225
H 2.31594 -0.11497 0.50361 1.4 -1.3 -0.6 0.473
H 1.97561 1.00630 1.61965 1.1 1.4 2.6 0.495
H 2.12164 1.58212 -0.07982 -0.8 -1.1 0.9 0.324
H -2.57175 -0.00914 -0.13277 -0.1 0.3 1.6 0.199
H -2.86353 -0.52264 -2.51751 -1.4 0.1 -0.1 0.436
H 0.90007 0.37207 -2.22239 -0.2 -0.6 1.2 0.410
```
Positions in Å, forces in eV/Å.

## Properties
SMILES	CC(C)C1=[NH+]C=N[C@@H]1Br
electronic energy	-79398.18421	eV
net charge	+1
ΔE to the lowest compared entry with this formula, charge and spin	35.5	kcal/mol
2S+1	1
orbital gap	9.15	eV
LUMO energy	-5.686	eV



No. 4
C6H10Cl2 | wB97M-V/def2-TZVPD

Geometry as XYZ:
```
18
Properties=species:S:1:pos:R:3:forces:R:3:mulliken_charge:R:1
C 0.64039 -2.02394 -1.17765 -0.6 -0.7 0.7 -1.291
C 0.59977 -0.75609 -0.35963 0.3 -0.5 0.0 0.843
C -0.35487 0.15115 -0.51618 0.4 0.6 0.6 -0.767
C -0.53581 1.40826 0.28530 0.2 -0.2 0.3 0.305
C -2.00097 1.66551 0.61727 0.0 0.1 0.0 -1.321
Cl 0.12473 2.82736 -0.63286 0.0 0.0 0.0 -0.217
C 1.72219 -0.60235 0.62691 -0.7 0.7 0.4 -0.629
Cl 1.45069 -1.63160 2.09265 0.1 0.1 -0.2 -0.200
H 0.61364 -2.93984 -0.51676 -0.1 1.0 -0.6 0.303
H -0.19771 -2.06780 -1.88558 0.2 0.0 0.2 0.342
H 1.56133 -2.09813 -1.73138 0.4 0.1 -0.3 0.335
H -1.10235 0.00056 -1.25565 -0.6 -0.2 -0.7 0.281
H 0.06494 1.36844 1.20467 -0.3 0.1 -0.3 0.303
H -2.59099 1.76344 -0.30883 0.2 -0.1 0.3 0.332
H -2.37352 0.80565 1.19888 0.0 0.4 -0.1 0.315
H -2.10603 2.60389 1.18857 0.0 -0.5 -0.2 0.371
H 2.64940 -0.90566 0.19429 0.6 -0.3 -0.2 0.388
H 1.83517 0.43115 0.97599 -0.1 -0.4 0.0 0.306
```
Positions in Å, forces in eV/Å.

## Properties
SMILES	C/C(=C/[C@H](C)Cl)CCl
electronic energy	-31429.04252	eV
ΔE to the lowest compared entry with this formula, charge and spin	0.0	kcal/mol
2S+1	1
orbital gap	10.54	eV
LUMO energy	0.811	eV



- Number 4 is which compound?
  C6H10Cl2